Entry from OMol25: a gas-phase ion, C15H30BrN2O (charge +1) at a distorted geometry (ωB97M-V with the def2-TZVPD basis set).

ORCA input file:
```
! RIJCOSX wB97M-V def2-TZVPD def2/J DEFGRID3
* xyz 1 1
C 1.441 -3.034 1.202
O 1.611 -2.413 -0.121
C 2.841 -2.856 -0.796
C 4.032 -1.733 -0.882
C 3.633 -0.354 -1.675
C 2.502 0.573 -0.932
C 2.659 0.663 0.706
C 1.956 2.085 1.230
C 0.320 1.920 1.482
C -0.544 1.877 0.089
C -0.086 2.798 -1.194
N -1.193 2.723 -2.044
Br -1.086 3.624 -3.715
C -2.395 1.905 -1.528
C -2.178 2.018 0.127
C -3.040 0.944 1.036
C -3.398 -0.461 0.238
C -4.349 -1.417 1.219
N -4.780 -2.711 0.556
H 1.613 -4.197 1.209
H 0.294 -2.880 1.493
H 2.048 -2.491 2.063
H 2.519 -3.318 -1.827
H 3.274 -3.758 -0.151
H 4.530 -1.475 0.171
H 4.913 -2.233 -1.512
H 4.597 0.306 -1.863
H 3.209 -0.611 -2.758
H 2.433 1.622 -1.445
H 1.455 0.033 -1.124
H 2.088 -0.217 1.232
H 3.783 0.642 1.080
H 2.216 2.902 0.421
H 2.423 2.468 2.244
H 0.182 0.877 2.022
H -0.007 2.759 2.236
H -0.415 0.744 -0.259
H 0.915 3.381 -1.359
H -2.376 0.838 -2.011
H -3.297 2.577 -1.853
H -2.498 3.059 0.584
H -2.396 0.641 1.977
H -4.048 1.429 1.441
H -2.412 -1.060 -0.050
H -4.021 -0.258 -0.739
H -5.306 -0.817 1.565
H -3.766 -1.701 2.208
H -4.127 -2.849 -0.248
H -5.768 -2.563 0.254
*
```

## Properties
gap between HOMO and LUMO = 7.01 eV
E_HOMO = -0.4287 hartree
SMILES = COCCCCCCC[C@@H]1C=[N+](Br)C[C@H]1CCCN